<w>
Formula: C2H7IN3
Source: the OMol25 dataset
Level of theory: ωB97M-V with the def2-TZVPD basis set

Each line ends with the natural charge from an NBO analysis.
Element x y z (Å)
C1 0.265 -0.344 0.282  0.504
C2 1.179 -1.513 0.227  -0.666
N1 -0.834 -0.502 -0.407  -0.267
N2 0.672 0.785 0.795  -0.700
N3 -1.727 0.367 -0.621  -0.393
I1 -0.989 2.851 -1.178  -0.011
H1 1.370 -1.743 -0.777  0.263
H2 0.893 -2.312 0.813  0.267
H3 2.158 -1.327 0.656  0.241
H4 1.586 1.007 1.069  0.436
H5 0.037 1.665 0.781  0.422
H6 -2.130 0.347 -1.667  0.463
H7 -2.479 0.718 0.028  0.443

Summary:
- LUMO energy (alpha / beta): -7.10 / -7.10 eV
- Frontier orbital gap (alpha / beta): 7.00 / 7.01 eV
- E_HOMO (alpha / beta): -14.11 / -14.11 eV
- Net charge: +1

<x>
Formula: C2H7IN3
Source: the OMol25 dataset
Level of theory: ωB97M-V with the def2-TZVPD basis set

Each line ends with the natural charge from an NBO analysis.
Element x y z (Å)
C1 -0.184 -0.180 0.844  0.467
C2 -0.045 -1.440 0.157  -0.695
N1 0.272 0.904 0.380  -0.088
N2 -0.652 -0.121 2.120  -0.748
N3 0.405 1.676 -0.595  -0.168
I1 0.896 0.610 -3.054  0.084
H1 0.450 -1.147 -0.807  0.243
H2 -0.972 -1.803 -0.386  0.288
H3 0.449 -2.220 0.608  0.275
H4 -1.170 -1.022 2.470  0.428
H5 -1.260 0.724 2.312  0.423
H6 0.454 2.024 -3.312  0.112
H7 1.358 1.995 -0.737  0.380

Summary:
- LUMO energy: -5.68 eV
- Frontier orbital gap: 8.10 eV
- E_HOMO: -13.79 eV
- Net charge: +1

Energies in eV, measured from the most stable structure: <w> 0.000; <x> 0.625.

<w>
Formula: C2H4IPS
Source: the OMol25 dataset
Level of theory: ωB97M-V with the def2-TZVPD basis set

Each line ends with the natural charge from an NBO analysis.
Element x y z (Å)
C1 0.552 -0.466 0.234  -0.297
C2 0.911 0.772 -0.451  -0.753
P1 -1.431 -1.174 -0.143  0.298
S1 1.627 -1.377 0.995  0.107
I1 -2.700 0.747 0.501  -0.113
H1 1.934 0.727 -0.895  0.250
H2 0.615 1.806 0.097  0.270
H3 0.361 0.771 -1.435  0.233
H4 -1.869 -1.807 1.097  0.006

Summary:
- LUMO energy: -0.57 eV
- Frontier orbital gap: 7.87 eV
- SMILES string: CC(=S)PI
- E_HOMO: -8.43 eV
- Net charge: 0

<x>
Formula: C2H4IPS
Source: the OMol25 dataset
Level of theory: ωB97M-V with the def2-TZVPD basis set

Each line ends with the natural charge from an NBO analysis.
Element x y z (Å)
C1 1.294 -0.033 -0.594  -0.175
C2 1.199 1.449 -0.668  -0.732
P1 -1.653 -1.423 1.642  0.066
S1 0.537 -1.152 0.220  0.293
I1 -3.417 -1.283 -0.025  -0.121
H1 2.223 1.758 -0.622  0.249
H2 0.629 1.871 0.154  0.225
H3 0.575 1.498 -1.594  0.267
H4 -1.386 -2.685 1.487  -0.070

Summary:
- LUMO energy (alpha / beta): -0.79 / -0.88 eV
- Frontier orbital gap (alpha / beta): 6.79 / 6.79 eV
- SMILES string: CC#S#[PH]I
- E_HOMO (alpha / beta): -7.58 / -7.67 eV
- Net charge: 0

Energies in eV, measured from the most stable structure: <w> 0.000; <x> 1.779.

<w>
Formula: C3H10NS
Source: the OMol25 dataset
Level of theory: ωB97M-V with the def2-TZVPD basis set

Each line ends with the natural charge from an NBO analysis.
Element x y z (Å)
C1 -2.402 -0.563 -0.645  -0.449
C2 -0.492 -0.334 0.720  0.021
C3 2.510 1.104 0.282  -0.812
N1 -1.367 -1.039 0.180  -0.483
S1 1.248 0.323 -0.738  0.138
H1 -3.370 -0.979 -0.300  0.247
H2 -2.521 0.513 -0.373  0.220
H3 -2.334 -0.507 -1.707  0.244
H4 2.417 0.862 1.370  0.240
H5 -0.633 0.804 0.655  0.230
H6 2.600 2.282 0.352  0.280
H7 3.554 0.868 -0.273  0.285
H8 1.894 -0.687 -1.297  0.164
H9 -1.302 -2.019 0.225  0.419
H10 0.199 -0.628 1.549  0.255

Summary:
- LUMO energy: -3.71 eV
- Frontier orbital gap: 10.13 eV
- E_HOMO: -13.84 eV
- Net charge: +1

<x>
Formula: C3H10NS
Source: the OMol25 dataset
Level of theory: ωB97M-V with the def2-TZVPD basis set

Each line ends with the natural charge from an NBO analysis.
Element x y z (Å)
C1 2.545 1.071 -2.264  0.157
N1 1.938 0.153 -1.616  -0.592
H1 3.575 1.254 -1.975  0.241
H2 1.920 1.643 -2.931  0.236
H3 0.933 0.234 -1.494  0.432
H4 2.223 -0.688 -1.122  0.454
C2 -1.323 -0.630 2.367  -0.624
C3 -1.718 -0.614 0.907  -0.483
S1 -0.814 0.644 -0.063  -0.103
H5 -0.281 -0.866 2.596  0.217
H6 -1.446 0.362 2.806  0.226
H7 -1.928 -1.389 2.841  0.244
H8 -2.733 -0.239 0.802  0.232
H9 -1.660 -1.611 0.488  0.225
H10 -1.229 0.677 -1.341  0.138

Summary:
- LUMO energy: -5.62 eV
- Frontier orbital gap: 7.52 eV
- E_HOMO: -13.15 eV
- Net charge: +1

Energies in eV, measured from the most stable structure: <w> 0.469; <x> 0.000.

<w>
Formula: C3H10NS
Source: the OMol25 dataset
Level of theory: ωB97M-V with the def2-TZVPD basis set

Each line ends with the natural charge from an NBO analysis.
Element x y z (Å)
C1 -1.587 0.451 -0.030  -0.240
N1 -1.857 1.127 -1.261  -0.824
H1 -2.130 0.778 0.890  0.228
H2 -1.927 -0.636 -0.072  0.210
H3 -2.686 1.705 -1.118  0.405
H4 -0.985 1.624 -1.402  0.384
C2 0.604 -1.131 -1.147  -0.463
S1 0.272 0.401 0.429  0.103
C3 2.099 -0.081 1.847  -0.184
H5 0.294 -1.933 -0.447  0.226
H6 1.638 -1.115 -1.447  0.226
H7 -0.119 -0.864 -1.930  0.244
H8 1.603 0.712 2.394  0.239
H9 1.875 -1.078 2.139  0.218
H10 2.904 0.040 1.154  0.229

Summary:
- LUMO energy: -6.62 eV
- Frontier orbital gap: 7.27 eV
- E_HOMO: -13.89 eV
- Net charge: +1

<x>
Formula: C3H10NS
Source: the OMol25 dataset
Level of theory: ωB97M-V with the def2-TZVPD basis set

Each line ends with the natural charge from an NBO analysis.
Element x y z (Å)
C1 -1.674 1.034 -0.247  -0.720
S1 0.014 1.039 0.481  0.338
C2 0.991 1.361 -1.037  -0.721
H1 -1.699 0.302 -1.051  0.223
H2 -1.943 2.021 -0.604  0.255
H3 -2.316 0.718 0.572  0.244
H4 2.033 1.461 -0.750  0.252
H5 0.846 0.546 -1.740  0.223
H6 0.623 2.295 -1.449  0.249
C3 0.827 -2.689 0.039  0.106
N1 -0.054 -1.901 0.488  -0.608
H7 1.792 -2.272 -0.237  0.205
H8 0.672 -3.753 -0.107  0.219
H9 -0.946 -2.301 0.775  0.412
H10 0.046 -0.653 0.476  0.323

Summary:
- LUMO energy: -4.27 eV
- Frontier orbital gap: 9.70 eV
- E_HOMO: -13.97 eV
- Net charge: +1

Energies in eV, measured from the most stable structure: <w> 3.642; <x> 0.000.

<w>
Formula: C12H16N2
Source: the OMol25 dataset
Level of theory: ωB97M-V with the def2-TZVPD basis set

Each line ends with the natural charge from an NBO analysis.
Element x y z (Å)
C1 1.856 -2.361 0.598  -0.419
C2 2.619 -0.423 -0.487  -0.214
C3 2.260 1.044 -0.445  -0.440
C4 0.672 1.005 -0.517  -0.230
C5 0.130 2.230 0.106  -0.401
C6 -1.338 2.061 0.365  -0.457
C7 -1.941 0.651 0.313  0.064
C8 -3.312 0.457 -0.093  -0.270
C9 -3.701 -0.852 -0.381  0.026
C10 -1.724 -1.798 -0.111  0.068
C11 -1.151 -0.545 0.219  -0.101
C12 0.383 -0.326 0.296  -0.071
H1 2.541 -3.142 0.029  0.209
H2 0.978 -2.696 1.136  0.205
H3 2.735 -2.000 1.276  0.160
H4 3.447 -0.689 0.311  0.175
H5 3.109 -1.001 -1.519  0.198
H6 2.754 1.418 -1.503  0.230
H7 2.687 1.404 0.475  0.222
H8 0.436 0.779 -1.638  0.240
H9 0.574 2.605 1.196  0.207
H10 0.272 3.136 -0.534  0.226
H11 -1.873 2.436 1.296  0.234
H12 -1.762 2.542 -0.515  0.224
H13 -4.038 1.280 0.011  0.223
H14 -4.841 -1.125 -0.558  0.194
H15 -0.863 -2.584 0.076  0.192
H16 0.655 -0.209 1.321  0.181
N1 1.414 -1.308 -0.268  -0.450
N2 -2.976 -1.988 -0.453  -0.426

Summary:
- LUMO energy: 0.83 eV
- Frontier orbital gap: 9.47 eV
- SMILES string: CN1CC[C@@H]2CCc3ccncc3[C@H]21
- E_HOMO: -8.64 eV
- Net charge: 0

<x>
Formula: C12H16N2
Source: the OMol25 dataset
Level of theory: ωB97M-V with the def2-TZVPD basis set

Each line ends with the natural charge from an NBO analysis.
Element x y z (Å)
C1 2.698 1.146 -1.000  -0.633
C2 1.747 -2.423 0.091  -0.211
C3 1.910 -1.265 -0.675  -0.211
C4 1.992 -2.337 1.448  -0.221
C5 2.494 -0.111 -0.200  -0.021
C6 2.442 -1.150 2.021  -0.218
C7 2.716 -0.080 1.193  -0.195
H1 1.451 -3.358 -0.360  0.214
H2 1.680 -1.453 -1.722  0.208
H3 1.651 -3.100 2.117  0.207
H4 2.597 -1.066 3.088  0.213
H5 1.772 1.520 -1.422  0.236
H6 3.515 0.926 -1.694  0.220
H7 3.238 0.812 1.525  0.201
H8 3.135 1.917 -0.412  0.211
C8 -2.041 -0.800 -0.997  -0.429
C9 -2.474 -1.805 0.081  -0.614
C10 -2.101 0.637 -0.548  0.109
C11 -2.412 1.200 0.646  -0.132
C12 -1.986 2.766 -0.819  0.173
N1 -1.850 1.646 -1.461  -0.469
N2 -2.335 2.571 0.478  -0.532
H9 -0.970 -0.894 -1.184  0.224
H10 -2.658 -0.871 -1.887  0.224
H11 -1.722 -2.591 0.105  0.217
H12 -2.873 0.802 1.534  0.213
H13 -1.847 3.746 -1.245  0.192
H14 -2.753 3.241 1.095  0.413
H15 -3.505 -2.107 -0.086  0.210
H16 -2.448 -1.444 1.111  0.204

Summary:
- LUMO energy: 0.89 eV
- Frontier orbital gap: 9.46 eV
- SMILES string: CCc1c[nH]cn1.Cc1ccccc1
- E_HOMO: -8.57 eV
- Net charge: 0

Energies in eV, measured from the most stable structure: <w> 3.482; <x> 0.000.

<w>
Formula: C2H7NO4
Source: the OMol25 dataset
Level of theory: ωB97M-V with the def2-TZVPD basis set

Each line ends with the natural charge from an NBO analysis.
Element x y z (Å)
O1 0.368 -2.094 -0.979  -0.514
C1 0.092 -1.035 -0.486  0.555
N1 0.756 0.305 -0.677  -0.781
C2 2.153 0.307 -0.380  0.553
O2 2.644 0.666 0.622  -0.499
H1 -0.755 -1.026 0.101  0.125
H2 0.158 1.164 -0.607  0.434
H3 2.949 0.158 -1.191  0.126
H4 -0.881 0.999 3.539  0.465
H5 -0.406 0.035 2.556  0.463
O3 -1.224 0.308 3.001  -0.927
H6 -3.459 1.543 -2.293  0.474
H7 -4.023 0.316 -1.495  0.476
O4 -3.331 1.000 -1.479  -0.949

Summary:
- LUMO energy: 0.50 eV
- Frontier orbital gap: 10.95 eV
- SMILES string: O=CNC=O.O.O
- E_HOMO: -10.45 eV
- Net charge: 0

<x>
Formula: C2H7NO4
Source: the OMol25 dataset
Level of theory: ωB97M-V with the def2-TZVPD basis set

Each line ends with the natural charge from an NBO analysis.
Element x y z (Å)
O1 -1.141 -0.843 2.622  -0.525
C1 -1.316 0.334 2.308  0.530
N1 -0.778 0.775 1.004  -0.693
C2 -0.026 1.997 0.833  0.527
O2 -0.309 2.899 1.598  -0.572
H1 -1.401 1.269 2.965  0.177
H2 -0.627 0.084 0.309  0.398
H3 0.585 2.170 -0.203  0.158
H4 -0.351 -2.623 -3.318  0.470
H5 0.555 -2.249 -4.603  0.478
O3 -0.172 -1.925 -3.997  -0.947
H6 2.385 -2.677 -1.993  0.461
H7 3.561 -2.013 -2.515  0.457
O4 2.720 -1.802 -2.287  -0.918

Summary:
- LUMO energy: 0.27 eV
- Frontier orbital gap: 10.50 eV
- SMILES string: O=CNC=O.O.O
- E_HOMO: -10.23 eV
- Net charge: 0

Energies in eV, measured from the most stable structure: <w> 0.231; <x> 0.000.